The following is a quantum chemistry calculation of a cluster of 12 separate species, C20H54BO27 in total, from OMol25.

Computed properties:
Strongest force on any atom ... 4.575 eV Å⁻¹
Charge ... -1
Highest occupied orbital energy ... -7.5 eV
Energy relative to the best compared isomer or geometry (same formula, charge and spin) ... 354.7 kJ/mol
Energy ... -77576.0396 eV
Lowest unoccupied orbital energy ... 1.54 eV

The geometry in XYZ format:
```
102
C20H54BO27 | OMol25 | wB97M-V/def2-TZVPD
O -22.336 -2.206 -12.148
C -23.433 -2.561 -12.611
O -24.588 -2.026 -12.394
B -25.640 -2.751 -13.107
O -24.890 -3.585 -14.108
C -23.641 -3.553 -13.799
O -22.715 -4.146 -14.385
O -26.560 -1.865 -13.810
C -27.771 -1.876 -13.325
O -28.718 -1.176 -13.561
C -27.694 -2.904 -12.139
O -26.467 -3.472 -12.128
O -28.496 -3.021 -11.220
O -30.330 -1.590 -6.974
H -30.571 -0.724 -7.303
H -30.296 -2.143 -7.755
O -18.283 0.083 -9.793
H -18.585 0.891 -9.377
H -18.947 -0.109 -10.455
O -28.842 2.683 -15.339
H -28.691 2.209 -16.157
H -29.065 2.002 -14.705
C -18.267 -2.663 -18.233
C -19.699 -2.156 -18.655
O -19.686 -1.709 -20.057
O -17.425 -1.537 -18.229
H -18.029 -3.382 -19.016
H -18.297 -3.100 -17.235
H -20.102 -1.307 -18.102
H -20.367 -3.016 -18.612
H -20.548 -1.705 -20.480
H -17.646 -1.133 -19.072
C -24.799 -8.496 -11.806
C -23.509 -9.176 -12.322
O -22.730 -9.799 -11.362
O -25.776 -9.493 -11.378
H -25.242 -7.910 -12.612
H -24.478 -7.920 -10.938
H -23.005 -8.418 -12.922
H -23.686 -9.957 -13.061
H -22.065 -10.205 -11.923
H -25.428 -9.862 -10.563
C -22.374 -8.851 -19.219
C -21.467 -9.361 -18.062
O -20.127 -9.563 -18.440
O -22.667 -9.972 -20.048
H -21.828 -8.078 -19.759
H -23.254 -8.447 -18.718
H -21.793 -10.297 -17.609
H -21.506 -8.642 -17.244
H -20.082 -10.432 -18.846
H -23.052 -9.645 -20.864
C -32.137 1.317 -9.960
C -32.133 2.351 -11.082
O -32.381 3.676 -10.509
O -31.405 1.782 -8.861
H -31.779 0.403 -10.434
H -33.122 1.136 -9.530
H -32.853 2.232 -11.891
H -31.165 2.366 -11.583
H -33.314 3.636 -10.289
H -31.662 2.677 -8.629
C -18.073 -7.969 -13.261
C -18.180 -7.463 -11.805
O -17.048 -6.886 -11.286
O -17.254 -9.108 -13.297
H -17.674 -7.116 -13.808
H -19.071 -8.093 -13.682
H -18.491 -8.231 -11.098
H -18.952 -6.721 -11.598
H -16.531 -7.606 -10.917
H -16.384 -8.786 -13.544
C -23.662 3.286 -16.827
C -23.749 2.883 -15.330
O -24.808 3.584 -14.608
O -23.632 4.676 -16.962
H -24.437 2.824 -17.439
H -22.715 2.957 -17.255
H -22.814 3.221 -14.883
H -23.898 1.809 -15.221
H -25.610 3.499 -15.129
H -22.835 4.920 -16.486
C -33.765 -1.965 -17.363
C -32.778 -1.636 -18.484
O -31.504 -1.168 -17.979
O -33.765 -0.912 -16.436
H -33.519 -2.828 -16.745
H -34.772 -2.187 -17.714
H -33.142 -0.804 -19.087
H -32.685 -2.512 -19.125
H -31.126 -0.441 -18.478
H -32.870 -0.569 -16.379
C -26.655 -3.795 -18.516
C -27.525 -4.860 -17.957
O -28.879 -4.626 -17.969
O -26.855 -3.650 -19.908
H -25.605 -4.047 -18.366
H -26.690 -2.870 -17.940
H -27.230 -5.191 -16.961
H -27.280 -5.724 -18.575
H -29.076 -3.732 -17.681
H -27.769 -3.516 -20.171
```

Atom charges from the Löwdin analysis, given in e for atoms 1 to 4: 0.09, -0.37, 0.25, -0.87

=====

The following is a quantum chemistry calculation of the molecule C22H28O2S2, from OMol25.

Computed properties:
Strongest force on any atom ... 0.738 eV Å⁻¹
SMILES string ... O=C(O)CCCC[C@H](CCSCc1ccccc1)SCc1ccccc1
Highest occupied orbital energy ... -8.3 eV
Energy ... -49035.3096 eV
Lowest unoccupied orbital energy ... 0.69 eV

The geometry in XYZ format:
```
54
C22H28O2S2 | OMol25 | wB97M-V/def2-TZVPD
O 2.953 3.573 -2.899
C 2.867 4.296 -1.944
O 3.267 5.575 -1.977
H 3.620 5.801 -2.853
C 2.315 3.916 -0.596
C 1.009 3.134 -0.740
C 0.449 2.729 0.621
C -0.913 2.045 0.513
C -0.825 0.596 0.036
C -2.197 0.061 -0.370
C -2.107 -1.326 -0.981
H -1.524 -1.308 -1.902
H -1.668 -2.037 -0.281
S -3.723 -2.003 -1.471
C -4.478 -2.348 0.171
C -3.499 -2.952 1.121
C -2.884 -4.163 0.820
C -1.932 -4.695 1.669
C -1.583 -4.025 2.831
C -2.197 -2.825 3.143
C -3.147 -2.290 2.291
H -3.618 -1.349 2.538
H -1.928 -2.295 4.043
H -0.833 -4.437 3.489
H -1.455 -5.633 1.420
H -3.146 -4.674 -0.096
H -5.293 -3.035 -0.060
H -4.893 -1.416 0.555
H -2.647 0.742 -1.097
H -2.837 0.033 0.514
H -0.124 0.510 -0.795
S -0.121 -0.410 1.410
C 1.085 -1.505 0.557
C 2.085 -0.731 -0.231
C 2.016 -0.695 -1.619
C 2.929 0.046 -2.349
C 3.922 0.758 -1.700
C 3.996 0.729 -0.317
C 3.081 -0.005 0.414
H 3.131 -0.024 1.493
H 4.775 1.277 0.195
H 4.628 1.338 -2.273
H 2.863 0.073 -3.426
H 1.250 -1.262 -2.131
H 0.531 -2.206 -0.067
H 1.551 -2.045 1.381
H -1.543 2.609 -0.180
H -1.402 2.053 1.489
H 0.342 3.625 1.237
H 1.148 2.060 1.125
H 1.202 2.255 -1.356
H 0.276 3.755 -1.261
H 3.055 3.284 -0.100
H 2.173 4.822 -0.005
```

Atom charges from the Löwdin analysis, given in e for atoms 1 to 4: 0.10, -0.54, 0.11, 0.13